(1)
9
Properties=species:S:1:pos:R:3:forces:R:3 method="wB97M-V/def2-TZVPD" charge=0 multiplicity=1 total_energy_ev=-13775.5505
H -1.88901 -0.16197 1.75436 0.072 0.010 0.797
N -1.53667 0.17461 0.88270 -1.588 -0.377 -0.390
C -0.40811 -0.11843 0.51973 1.385 1.513 1.196
I 1.20385 -0.66655 1.92592 -0.356 -0.324 -0.164
C 0.07401 0.17484 -0.83139 -1.254 -0.296 -3.479
O 1.42074 0.46010 -1.08680 -2.525 2.954 -2.777
H -0.70729 0.87385 -1.43787 2.135 -1.300 1.774
H -0.03250 -0.80740 -1.30295 -0.729 -0.262 -0.292
H 1.87497 0.07096 -0.42369 2.859 -1.917 3.335

(2)
20
Properties=species:S:1:pos:R:3:forces:R:3 method="wB97M-V/def2-TZVPD" charge=0 multiplicity=1 total_energy_ev=-8931.1033
C -2.87020 0.16711 -0.09887 0.552 -0.280 0.297
C -1.68853 -0.16805 0.96559 -1.510 0.779 1.147
C -0.33506 -0.53209 0.48922 1.533 0.372 -3.721
C 0.14302 -0.11516 -0.73087 0.573 -1.648 -1.548
N 1.46587 -0.42183 -1.22819 0.515 -0.214 -0.328
C 2.68361 -0.88789 -0.40230 -2.348 1.407 -0.655
H -3.12047 -0.82300 -0.66479 0.444 2.023 0.704
H -3.85761 0.53417 0.45029 2.310 -0.699 -1.133
H -2.44274 1.00342 -0.79336 -1.240 -1.605 1.025
H -2.03423 -0.96783 1.65455 0.026 0.559 -0.320
H -1.51518 0.75277 1.58961 -0.611 -0.746 -0.277
H 0.41564 -1.22616 0.89118 -0.852 0.339 0.954
H -0.46341 0.30017 -1.61977 0.739 -0.275 1.932
H 1.54878 -0.63701 -2.27054 -0.330 0.559 2.388
H 2.91746 -0.18199 0.39996 -0.639 -0.074 0.168
H 3.51810 -0.75389 -1.04247 0.746 -0.438 -0.819
H 2.58912 -1.89243 -0.01671 0.024 -0.324 0.024
O 1.16925 2.11638 1.19279 -0.685 -4.040 0.315
H 0.85712 1.16138 0.83581 0.917 2.753 1.526
H 1.01947 2.57194 0.39886 -0.165 1.552 -1.680

no.,molecular weight (g/mol)
1,184.96
2,103.16